Record 1
111
Properties=species:S:1:pos:R:3:mulliken_spin:R:1 method="wB97M-V/def2-TZVPD" homo_energy_ev="-12.02 / -13.20" charge=+2 largest_force_ev_per_a=3.7 total_energy_ev=-125161.591 multiplicity=4
V -0.787 -0.039 -0.418 2.53
N -0.804 2.499 1.142 0.02
P 0.604 1.540 1.028 0.17
C 1.315 1.942 2.660 0.03
C 2.695 2.057 2.819 0.00
C 3.220 2.448 4.038 0.00
C 2.376 2.708 5.109 0.00
C 1.005 2.568 4.959 0.00
C 0.474 2.167 3.745 -0.01
C 1.692 2.538 -0.042 -0.11
C 2.212 1.931 -1.177 0.13
C 2.983 2.656 -2.065 0.01
C 3.231 3.997 -1.819 0.00
C 2.712 4.608 -0.687 0.00
C 1.939 3.885 0.203 -0.01
P -1.904 2.081 -0.098 -0.05
C -3.427 2.796 0.583 0.03
C -3.696 2.562 1.931 0.00
C -4.869 3.032 2.493 0.00
C -5.783 3.725 1.712 0.00
C -5.534 3.923 0.362 0.00
C -4.366 3.448 -0.209 0.00
C -1.390 3.169 -1.474 -0.06
C -1.502 4.555 -1.437 0.00
C -0.994 5.310 -2.480 0.00
C -0.370 4.688 -3.551 0.00
C -0.236 3.309 -3.582 0.02
C -0.744 2.552 -2.542 0.12
H -0.673 3.492 1.356 0.00
H 3.343 1.872 1.972 0.00
H 4.289 2.561 4.147 0.00
H 2.788 3.043 6.050 0.00
H 0.349 2.778 5.790 0.00
H -0.594 2.048 3.631 0.00
H 2.007 0.878 -1.329 -0.04
H 3.379 2.186 -2.951 0.00
H 3.845 4.559 -2.503 0.00
H 2.907 5.653 -0.508 0.00
H 1.540 4.355 1.093 0.00
H -2.973 2.009 2.517 0.00
H -5.074 2.855 3.538 0.00
H -6.694 4.104 2.152 0.00
H -6.251 4.448 -0.250 0.00
H -4.178 3.585 -1.265 0.00
H -1.991 5.034 -0.599 0.00
H -1.075 6.385 -2.451 0.00
H 0.010 5.282 -4.367 0.00
H 0.271 2.832 -4.407 0.00
H -0.642 1.462 -2.552 -0.08
C 4.414 -3.673 2.186 0.00
N 3.027 -4.102 2.630 0.00
C 2.771 -3.482 4.002 0.00
N 2.946 -2.079 3.948 0.00
C 4.267 -1.705 3.473 0.00
N 4.518 -2.261 2.152 0.00
C 3.720 -1.632 1.122 0.00
P 1.862 -1.824 1.389 0.05
C 2.003 -3.689 1.641 0.00
C 1.895 -1.409 3.218 0.00
H 4.605 -4.101 1.197 0.00
H 5.132 -4.077 2.909 0.00
H 2.978 -5.120 2.731 0.00
H 3.483 -3.931 4.700 0.00
H 1.748 -3.738 4.303 0.00
H 5.028 -2.077 4.166 0.00
H 4.333 -0.616 3.426 0.00
H 3.976 -2.080 0.157 0.00
H 3.976 -0.570 1.083 0.00
H 2.245 -4.141 0.673 0.00
H 1.032 -4.075 1.976 0.00
H 0.929 -1.674 3.655 0.00
H 2.028 -0.331 3.328 0.00
I -6.472 0.212 -1.457 0.00
C -4.604 -0.495 -2.122 -0.02
C -4.419 -1.017 -3.399 0.02
C -3.127 -1.350 -3.772 -0.01
C -2.083 -1.124 -2.892 0.05
N -2.265 -0.634 -1.661 -0.04
C -3.514 -0.360 -1.280 0.08
H -5.244 -1.153 -4.078 0.00
H -2.930 -1.760 -4.747 0.00
H -1.068 -1.339 -3.207 0.01
H -3.652 -0.002 -0.265 0.00
C 3.026 -5.612 -5.289 0.00
C 2.278 -4.840 -4.259 0.03
C 1.248 -5.404 -3.506 -0.01
C 0.566 -4.689 -2.539 0.02
C -0.557 -5.355 -1.802 0.00
C 0.919 -3.329 -2.299 0.01
C 0.186 -2.569 -1.336 0.13
O 0.253 -1.325 -1.157 -0.09
C 1.975 -2.756 -3.060 0.01
C 2.440 -1.353 -2.837 0.01
C 2.622 -3.513 -4.011 0.00
H 2.608 -6.605 -5.425 0.00
H 4.073 -5.712 -5.001 0.00
H 3.013 -5.078 -6.239 0.00
H 0.976 -6.433 -3.694 0.00
H -0.627 -6.400 -2.093 0.00
H -1.507 -4.880 -2.045 0.00
H -0.416 -5.314 -0.722 0.00
H -0.541 -3.116 -0.720 0.00
H 2.682 -1.201 -1.783 0.00
H 1.670 -0.638 -3.129 0.00
H 3.325 -1.160 -3.438 0.00
H 3.423 -3.062 -4.577 0.00
N -0.349 -4.328 3.536 0.02
C -1.052 -3.479 3.187 0.00
N -1.768 -2.498 2.781 0.06
C -1.581 -1.647 1.893 0.18
N -1.504 -0.778 1.101 -0.20

---

Record 2
19
Properties=species:S:1:pos:R:3:lowdin_charge:R:1 method="wB97M-V/def2-TZVPD" homo_energy_ev=-4.03 charge=-1 largest_force_ev_per_a=4.3 total_energy_ev=-13443.850
C 0.664 3.203 1.223 -0.07
C 0.420 0.579 -1.229 -0.19
C 0.187 2.055 0.363 -0.38
C -0.965 1.357 0.298 -0.11
N 1.094 1.565 -0.621 0.08
N -0.796 0.348 -0.630 0.05
H 0.622 -0.032 -2.066 0.08
H -1.455 -0.257 -1.078 0.13
H -1.844 1.623 0.880 0.10
H 0.327 4.140 0.866 0.04
H 1.760 3.044 1.116 0.07
H 0.440 2.950 2.291 0.08
C 0.159 -3.055 0.555 -0.02
C -0.374 -2.810 -1.040 -0.72
O -0.995 -3.775 -1.498 -0.08
O 0.153 -1.819 -1.587 -0.14
H -0.081 -4.075 0.673 0.02
H -0.481 -2.326 1.050 0.03
H 1.165 -2.714 0.434 0.03

---

Record 3
40
Properties=species:S:1:pos:R:3:lowdin_charge:R:1 method="wB97M-V/def2-TZVPD" homo_energy_ev=-8.24 charge=0 largest_force_ev_per_a=2.7 total_energy_ev=-34148.913 smiles=CCCCNc1nnc(Cn2c(C)nc3ccccc32)s1
C 3.143 0.345 6.184 -0.12
C 3.588 0.177 4.741 -0.29
C 2.476 0.560 3.783 -0.24
C 2.941 0.494 2.353 -0.19
N 1.940 1.155 1.490 0.00
C 0.896 0.465 0.987 -0.65
N 0.691 -0.845 1.174 0.00
N -0.419 -1.324 0.541 0.00
C -1.085 -0.401 -0.071 -0.56
C -2.422 -0.745 -0.725 -0.09
N -2.237 -0.820 -2.180 0.01
C -1.797 -1.917 -2.923 -0.32
C -1.296 -3.227 -2.388 -0.01
N -1.707 -1.660 -4.194 0.16
C -2.041 -0.338 -4.332 -0.23
C -2.072 0.486 -5.448 -0.02
C -2.518 1.811 -5.311 -0.09
C -2.813 2.335 -4.029 -0.10
C -2.738 1.517 -2.905 -0.04
C -2.376 0.183 -3.049 -0.20
S -0.359 1.216 0.041 1.06
H 2.993 1.386 6.389 0.06
H 2.154 -0.104 6.357 0.08
H 3.880 -0.102 6.878 0.08
H 4.465 0.797 4.510 0.11
H 3.898 -0.878 4.539 0.12
H 1.625 -0.136 3.943 0.13
H 2.184 1.570 3.989 0.11
H 3.905 0.991 2.229 0.12
H 3.121 -0.575 2.130 0.13
H 1.907 2.140 1.385 0.12
H -2.816 -1.710 -0.332 0.13
H -3.155 0.030 -0.477 0.12
H -1.637 -4.016 -3.072 0.08
H -1.617 -3.441 -1.336 0.08
H -0.218 -3.196 -2.449 0.08
H -1.854 0.013 -6.381 0.10
H -2.550 2.430 -6.201 0.09
H -3.141 3.381 -3.913 0.10
H -2.940 1.952 -1.927 0.10

---

Record 4
48
Properties=species:S:1:pos:R:3:lowdin_charge:R:1 method="wB97M-V/def2-TZVPD" homo_energy_ev=-8.16 charge=0 largest_force_ev_per_a=0.9 total_energy_ev=-31721.080 smiles="CCOC(=O)Cn1nc(-c2ccccc2)c2cnc3ccc(CC)cc3c21"
C -4.855 -2.958 0.285 -0.05
C -3.487 -3.427 0.752 -0.20
O -2.490 -3.039 -0.202 0.00
C -1.507 -2.238 0.203 -0.49
O -1.365 -1.809 1.313 0.14
C -0.566 -1.952 -0.969 -0.02
N 0.383 -0.930 -0.656 -0.08
N 1.674 -1.279 -0.565 0.17
C 2.364 -0.216 -0.201 -0.18
C 3.805 -0.274 -0.020 -0.16
C 4.556 -1.187 -0.759 -0.03
C 5.926 -1.255 -0.602 -0.08
C 6.566 -0.418 0.298 -0.09
C 5.826 0.480 1.048 -0.08
C 4.454 0.553 0.895 -0.03
C 1.480 0.893 -0.052 -0.06
C 1.606 2.270 0.224 -0.08
N 0.582 3.063 0.257 0.11
C -0.664 2.577 0.022 -0.22
C -1.732 3.487 0.095 0.00
C -3.018 3.079 -0.136 -0.03
C -3.302 1.744 -0.458 -0.24
C -4.727 1.306 -0.642 -0.21
C -5.390 1.082 0.719 -0.10
C -2.271 0.838 -0.546 0.03
C -0.942 1.218 -0.307 -0.05
C 0.199 0.377 -0.347 -0.08
H -5.612 -3.292 0.989 0.08
H -4.885 -1.874 0.226 0.06
H -5.078 -3.370 -0.696 0.08
H -3.450 -4.519 0.817 0.13
H -3.230 -2.994 1.724 0.12
H -1.154 -1.703 -1.859 0.14
H 0.007 -2.862 -1.175 0.14
H 4.045 -1.834 -1.456 0.11
H 6.500 -1.963 -1.182 0.10
H 7.638 -0.469 0.419 0.10
H 6.320 1.125 1.761 0.10
H 3.879 1.234 1.504 0.11
H 2.572 2.723 0.400 0.11
H -1.501 4.511 0.342 0.11
H -3.831 3.787 -0.073 0.12
H -5.283 2.071 -1.190 0.11
H -4.762 0.381 -1.222 0.10
H -6.408 0.721 0.596 0.07
H -4.826 0.354 1.300 0.07
H -5.417 2.011 1.284 0.07
H -2.500 -0.187 -0.794 0.10

---

Results for ΔE to the lowest compared entry with this formula, charge and spin: 7.2; 44.1; 49.1; 11.1 (in kcal/mol, following the order of the records).